Arrangement P

# C3H8N3

An isolated ion of composition C3H8N3 and charge +1 (the ωB97M-V functional and the def2-TZVPD basis, the Open Molecules 2025 dataset).

Computed properties:
HOMO level in eV: -14.0
Structure (SMILES): C#C[NH2+]NCN
Net charge: +1
Orbital gap in eV: 10.2

```
14
C3H8N3, DFT the ωB97M-V functional and the def2-TZVPD basis
C -2.903 -1.428 0.411
C -2.046 -0.621 0.505
N -1.042 0.316 0.601
N 0.304 -0.106 0.265
C 1.238 0.783 -0.346
N 2.433 0.114 -0.504
H -3.894 -1.910 0.184
H -0.965 0.743 1.484
H -1.206 0.968 -0.177
H 0.183 -0.828 -0.515
H 1.622 1.626 0.276
H 0.961 1.192 -1.337
H 2.918 -0.115 0.331
H 2.395 -0.731 -1.178
```

***

Arrangement Q

# C3H8N3

C3H8N3 as an isolated structure (the ωB97M-V functional and the def2-TZVPD basis, the Open Molecules 2025 dataset).

Computed properties:
HOMO level in eV: -15.1
Net charge: +1
Orbital gap in eV: 10.8

```
14
C3H8N3, DFT the ωB97M-V functional and the def2-TZVPD basis
C -0.899 1.085 0.004
C 0.804 -0.148 1.085
C 0.320 -0.477 -1.508
N -0.088 0.917 1.248
N -0.912 -0.162 -0.653
N 0.110 -0.952 -0.182
H -1.912 1.252 0.182
H -0.566 1.904 -0.629
H 1.701 0.130 0.620
H 1.034 -0.865 1.813
H 0.036 -1.209 -2.239
H 1.095 0.175 -1.726
H -0.692 0.599 1.963
H -0.032 -2.249 0.022
```

***

Bottom line: arrangement Q, by a margin of 0.808 eV.

***

Arrangement P

# C5H8N2

An isolated molecule of C5H8N2 (the ωB97M-V functional and the def2-TZVPD basis, the Open Molecules 2025 dataset).

Computed properties:
HOMO level in eV: -8.2
Structure (SMILES): NN1CC2=C1CC2
Orbital gap in eV: 9.3

```
15
C5H8N2, DFT the ωB97M-V functional and the def2-TZVPD basis
N 2.471 0.564 0.268
N 1.438 0.121 -0.541
C 0.942 -1.261 -0.155
C -0.366 -0.682 0.083
C -0.095 0.584 -0.181
C -1.488 1.059 -0.153
C -1.845 -0.472 0.040
H 2.409 0.520 1.344
H 2.528 1.590 0.094
H 1.243 -1.717 0.894
H 1.219 -1.876 -1.101
H -1.776 1.927 0.527
H -1.884 1.421 -1.123
H -2.374 -0.886 -0.912
H -2.421 -0.892 0.916
```

***

Arrangement Q

# C5H8N2

A 3-piece molecular cluster, C5H8N2 overall (the ωB97M-V functional and the def2-TZVPD basis, the Open Molecules 2025 dataset).

Computed properties:
HOMO level in eV: -9.0
Orbital gap in eV: 8.8

```
15
C5H8N2, DFT the ωB97M-V functional and the def2-TZVPD basis
C 0.098 -1.187 2.332
N -0.117 -0.829 1.068
C -0.953 0.243 0.671
C -0.769 0.446 -0.650
C 0.243 -0.544 -1.029
C 0.955 -0.458 -2.343
N 0.607 -1.303 -0.041
H 0.987 -1.855 2.288
H -4.004 1.144 3.267
H 2.184 3.882 2.311
H -1.554 0.783 1.397
H -1.340 1.088 -1.311
H 0.402 0.241 -2.976
H 1.116 -1.397 -2.883
H 1.932 -0.011 -2.129
```

***

Bottom line: arrangement P, by a margin of 2.439 eV.

***

Arrangement P

# C5H8N2

An isolated molecule of C5H8N2 (the ωB97M-V functional and the def2-TZVPD basis, the Open Molecules 2025 dataset).

Computed properties:
HOMO level in eV: -7.3
Structure (SMILES): CC1=C[C@@]2(N)N[C@@H]12
Orbital gap in eV: 8.4

```
15
C5H8N2, DFT the ωB97M-V functional and the def2-TZVPD basis
C -1.441 -0.549 -1.868
C -0.647 -0.245 -0.655
C -0.921 -0.112 0.651
C 0.519 0.221 1.006
N 0.915 1.231 1.873
N 1.313 -0.892 0.565
C 0.831 0.006 -0.541
H -1.355 0.262 -2.594
H -1.057 -1.453 -2.342
H -2.491 -0.686 -1.618
H -1.748 -0.390 1.280
H 0.388 1.259 2.738
H 1.905 1.438 1.867
H 2.308 -0.750 0.741
H 1.480 0.660 -1.102
```

***

Arrangement Q

# C5H8N2

An isolated molecule of C5H8N2 (the ωB97M-V functional and the def2-TZVPD basis, the Open Molecules 2025 dataset).

Computed properties:
HOMO level in eV: -7.3
Structure (SMILES): C[C@]1(N)C=C=CN1
Orbital gap in eV: 7.4

```
15
C5H8N2, DFT the ωB97M-V functional and the def2-TZVPD basis
C -0.310 -0.560 -1.313
C -0.240 0.303 -0.010
N -1.342 1.245 0.015
C 1.247 0.580 -0.061
C 2.009 -0.276 0.693
C 0.967 -0.883 1.481
N -0.282 -0.567 1.149
H -1.360 -0.713 -1.553
H 0.189 -0.084 -2.168
H 0.204 -1.512 -1.147
H -1.259 1.935 0.756
H -1.369 1.753 -0.864
H 1.577 1.216 -0.885
H 1.107 -1.591 2.300
H -1.140 -0.845 1.607
```

***

Arrangement R

# C5H8N2

C5H8N2 as an isolated structure (the ωB97M-V functional and the def2-TZVPD basis, the Open Molecules 2025 dataset).

Computed properties:
HOMO level (spin up / spin down) in eV: -8.5 / -8.2
Orbital gap (spin up / spin down) in eV: 7.7 / 7.7

```
15
C5H8N2, DFT the ωB97M-V functional and the def2-TZVPD basis
C 2.640 -0.443 -0.644
C -0.421 0.182 1.999
C -0.412 -0.638 0.872
C -1.265 0.170 0.090
N -2.054 -0.211 -0.954
C -1.294 1.493 0.692
N -0.518 1.498 1.764
H 2.663 -1.209 0.135
H 2.010 -0.783 -1.470
H 3.654 -0.259 -1.008
H -0.340 -1.716 0.822
H -2.985 0.171 -1.026
H -1.951 -1.148 -1.313
H -1.828 2.367 0.328
H 2.221 0.477 -0.229
```

***

Bottom line: arrangement Q, by a margin of 0.056 eV.

***

Arrangement P

# C5H8N2

An isolated molecule of C5H8N2 (the ωB97M-V functional and the def2-TZVPD basis, the Open Molecules 2025 dataset).

Computed properties:
HOMO level in eV: -8.8
Structure (SMILES): Cc1cnn(C)c1
Orbital gap in eV: 9.8

```
15
C5H8N2, DFT the ωB97M-V functional and the def2-TZVPD basis
C -1.556 -1.726 -0.776
C -0.721 -0.750 -0.013
C -0.714 -0.388 1.352
N 0.184 0.560 1.620
N 0.755 0.819 0.431
C 1.777 1.809 0.164
C 0.243 0.059 -0.557
H -1.880 -2.566 -0.156
H -0.981 -2.133 -1.614
H -2.451 -1.250 -1.191
H -1.348 -0.783 2.139
H 2.750 1.541 0.585
H 1.473 2.797 0.513
H 1.870 1.836 -0.926
H 0.600 0.175 -1.570
```

***

Arrangement Q

# C5H8N2

An isolated molecule of C5H8N2 (the ωB97M-V functional and the def2-TZVPD basis, the Open Molecules 2025 dataset).

Computed properties:
HOMO level in eV: -9.6
Structure (SMILES): [H]/N=C1/[C@@H]2N1C2(C)C
Orbital gap in eV: 10.6

```
15
C5H8N2, DFT the ωB97M-V functional and the def2-TZVPD basis
H -3.464 0.178 0.831
N -2.985 0.028 -0.054
C -1.803 -0.352 0.072
C -0.656 -0.801 -0.702
N -0.773 -0.759 0.875
C 0.415 -0.077 -0.042
C 0.409 1.428 0.005
C 1.778 -0.711 0.022
H -0.558 -1.745 -1.213
H 0.992 1.813 -0.832
H -0.603 1.822 -0.051
H 0.874 1.775 0.928
H 2.216 -0.518 1.002
H 2.436 -0.290 -0.736
H 1.722 -1.790 -0.106
```

***

Bottom line: arrangement P, by a margin of 2.233 eV.

***

Arrangement P

# C7H11N

An isolated molecule of C7H11N (the ωB97M-V functional and the def2-TZVPD basis, the Open Molecules 2025 dataset).

Computed properties:
HOMO level in eV: -9.0
Structure (SMILES): CC1=CC=NC1(C)C
Orbital gap in eV: 9.8

```
19
C7H11N, DFT the ωB97M-V functional and the def2-TZVPD basis
C 0.849 -1.821 0.090
C -0.342 -0.948 0.025
C -1.585 -1.368 -0.210
C -2.478 -0.221 -0.175
N -1.839 0.888 -0.002
C -0.318 0.569 0.044
C 0.205 1.296 1.338
C 0.181 1.224 -1.196
H 1.569 -1.181 0.511
H 1.277 -2.272 -0.925
H 0.707 -2.674 0.671
H -2.056 -2.389 -0.160
H -3.575 -0.327 -0.278
H 0.581 0.537 2.023
H -0.625 1.870 1.649
H 1.017 1.923 1.011
H 0.076 2.356 -1.019
H -0.308 1.047 -2.036
H 1.213 1.040 -1.398
```

***

Arrangement Q

# C7H11N

C7H11N as an isolated structure (the ωB97M-V functional and the def2-TZVPD basis, the Open Molecules 2025 dataset).

Computed properties:
HOMO level in eV: -8.6
Orbital gap in eV: 9.1

```
19
C7H11N, DFT the ωB97M-V functional and the def2-TZVPD basis
C 1.367 0.544 -0.774
C 0.124 1.236 0.888
C -1.288 0.689 0.553
C -1.495 -0.646 0.797
C -0.219 -1.516 0.753
C -0.106 -1.596 -0.634
C 0.436 -0.671 -1.316
H 1.983 0.356 0.108
H 2.159 0.752 -1.757
H 0.537 2.199 -1.094
H 0.463 2.030 1.935
H 0.610 0.093 1.308
H -2.097 1.375 0.533
H -2.367 -1.193 0.929
H -0.372 -2.472 1.012
H 0.551 -1.325 1.470
H -0.725 -2.159 -1.177
H 0.063 -0.392 -2.612
N 0.898 1.786 -0.322
```

***

Bottom line: arrangement P, by a margin of 6.684 eV.

***

Arrangement P

# C7H11N

An isolated molecule of C7H11N (the ωB97M-V functional and the def2-TZVPD basis, the Open Molecules 2025 dataset).

Computed properties:
HOMO level (spin up / spin down) in eV: -7.8 / -7.6
Orbital gap (spin up / spin down) in eV: 8.2 / 7.4

```
19
C7H11N, DFT the ωB97M-V functional and the def2-TZVPD basis
C -1.424 1.618 0.067
C -1.745 0.300 0.214
C 0.355 -0.417 -0.318
C 0.809 0.977 -0.397
C -2.955 -0.467 -0.007
C 1.065 -1.627 0.061
C 2.111 1.403 0.262
N -0.217 2.016 -0.201
H -2.127 2.346 0.159
H 0.897 1.015 -1.495
H -3.924 0.086 0.025
H -3.031 -1.236 0.958
H -2.978 -1.197 -0.927
H 0.945 -2.327 -0.679
H 0.635 -2.039 0.899
H 2.124 -1.568 0.497
H 2.744 0.633 0.305
H 2.112 1.671 1.368
H 2.497 2.183 -0.230
```

***

Arrangement Q

# C7H11N

C7H11N as an isolated structure (the ωB97M-V functional and the def2-TZVPD basis, the Open Molecules 2025 dataset).

Computed properties:
HOMO level in eV: -9.0
Orbital gap in eV: 9.9

```
19
C7H11N, DFT the ωB97M-V functional and the def2-TZVPD basis
C 0.992 -2.206 0.175
C 0.158 -1.024 -0.278
C -0.086 -0.030 1.100
C -0.078 1.038 -0.170
C 0.011 2.528 0.087
C -1.380 0.369 -0.903
C -1.276 -0.973 -0.924
H 1.685 -2.789 -0.878
H 0.298 -3.094 0.651
H 1.847 -2.005 1.017
H -1.140 -0.003 1.443
H 0.786 0.059 1.848
H -0.771 2.812 0.888
H 0.896 2.796 0.701
H -0.372 3.017 -0.899
H 1.590 0.026 -0.494
H -2.401 1.023 -0.970
H -1.576 -1.857 -1.376
N 0.817 0.313 -1.018
```

***

Arrangement R

# C7H11N

C7H11N as an isolated structure (the ωB97M-V functional and the def2-TZVPD basis, the Open Molecules 2025 dataset).

Computed properties:
HOMO level in eV: -7.2
Orbital gap in eV: 7.9

```
19
C7H11N, DFT the ωB97M-V functional and the def2-TZVPD basis
C 0.681 -1.601 0.010
C 1.642 -0.484 0.071
C 0.095 1.459 0.796
C -0.934 0.931 1.811
C -0.556 -0.769 -1.984
C 0.492 0.426 -0.219
C -0.174 0.411 -1.486
N -1.142 -1.668 -2.584
H -2.156 -1.586 -2.675
H -0.357 1.337 -2.031
H 0.055 -1.817 0.862
H 0.787 -2.383 -0.724
H 2.405 -0.497 -0.707
H 2.087 -0.285 1.048
H -0.334 2.322 0.277
H 0.981 1.807 1.339
H -1.205 1.711 2.524
H -0.528 0.087 2.372
H -1.839 0.597 1.300
```

***

Arrangement S

# C7H11N

An isolated molecule of C7H11N (the ωB97M-V functional and the def2-TZVPD basis, the Open Molecules 2025 dataset).

Computed properties:
HOMO level in eV: -9.0
Structure (SMILES): C1=CCC2(C1)CNC2
Orbital gap in eV: 9.8

```
19
C7H11N, DFT the ωB97M-V functional and the def2-TZVPD basis
C -1.968 -0.892 -0.041
C -2.293 0.430 0.134
C -1.054 1.196 0.100
C 0.091 0.085 -0.062
C -0.482 -1.176 -0.546
C 1.166 -0.438 1.066
N 2.319 -0.234 0.123
C 1.486 0.378 -0.921
H -2.614 -1.765 -0.205
H -3.257 0.852 0.542
H -0.509 1.715 1.039
H -0.897 2.065 -0.753
H -0.147 -2.000 0.267
H -0.086 -1.079 -1.503
H 0.925 -1.418 1.360
H 1.291 0.227 1.919
H 2.861 0.830 0.271
H 1.725 1.578 -0.947
H 1.442 -0.353 -1.846
```

***

Bottom line: arrangement R, by a margin of 2.021 eV.